No. 1
The following is a DFT calculation (ωB97M-V/def2-TZVPD) of a 7-piece molecular cluster, C34H87N5O14 overall.

```
140
Properties=species:S:1:pos:R:3:forces:R:3
C 2.644937 3.954094 -2.734079 0.912 0.026 -1.001
O 1.472163 3.347467 -3.252687 1.218 -1.228 3.171
C 0.878436 4.045000 -4.254317 -0.666 0.406 -0.634
C -0.612914 3.733860 -4.338554 0.363 1.288 -0.081
N -1.449775 4.348799 -3.292234 0.093 -0.589 -0.470
C -2.764321 3.658194 -3.104521 0.299 0.258 -1.267
C -3.655982 3.684348 -4.365622 0.097 -0.150 0.587
O -4.317870 4.917969 -4.445424 -0.977 1.124 -0.320
C -5.290287 4.960726 -5.503108 0.528 -0.635 0.057
H 3.405380 3.937688 -3.514823 0.212 0.195 -0.289
H 3.161439 3.452620 -1.915636 -0.838 -0.648 0.185
H 2.551831 4.997361 -2.432393 -0.599 0.175 -0.029
H 1.263460 3.690370 -5.210409 0.372 0.250 -0.392
H 1.144138 5.090020 -4.094860 -0.593 0.462 -0.512
H -0.699453 2.647543 -4.361420 -0.189 -0.204 -0.376
H -0.776537 4.206352 -5.307103 -0.998 -0.412 -0.250
H -0.865474 4.216956 -2.479022 -0.432 0.098 0.673
H -3.343571 4.145402 -2.320171 0.280 -0.095 0.164
H -2.625581 2.595079 -2.907931 0.060 -0.194 0.393
H -4.397824 2.887118 -4.318784 -0.244 -0.251 0.458
H -3.096374 3.402098 -5.257396 0.347 0.482 -0.336
H -4.711308 4.878745 -6.422979 -0.470 -0.271 -0.406
H -5.967402 5.809845 -5.595975 0.909 0.851 0.747
H -6.048958 4.188580 -5.375344 0.366 -0.829 -0.176
C 4.483691 -0.380163 3.883082 -0.372 -0.559 -1.328
O 5.374118 0.282542 2.960892 -0.561 0.807 0.885
C 4.805465 1.557915 2.564418 1.740 -0.023 -1.254
C 5.924241 2.531506 1.939936 -0.395 -2.054 0.909
N 7.007880 2.747607 2.898458 -2.804 0.243 -0.163
C 7.934999 3.714616 2.407468 1.519 -0.046 2.263
C 8.946411 3.090678 1.507314 0.211 1.735 -2.864
O 8.815368 3.748497 0.187706 -0.248 -0.659 1.114
C 9.733628 3.221890 -0.740726 -0.356 0.804 -0.003
H 4.043913 0.226040 4.675046 0.747 0.359 0.285
H 4.911966 -1.318981 4.234228 0.490 0.433 0.227
H 3.603425 -0.724417 3.340186 -0.276 -0.004 -0.430
H 4.291984 1.956406 3.439418 0.063 0.536 -0.192
H 4.133324 1.374183 1.726213 -0.546 -0.050 0.157
H 5.487753 3.420193 1.484083 -0.134 0.304 0.718
H 6.447796 2.065485 1.105187 -0.759 -0.648 -0.697
H 7.458790 1.843923 2.910026 0.213 -0.030 0.571
H 8.413046 3.936411 3.361605 0.767 0.730 -0.171
H 7.550054 4.673225 2.059642 -0.408 -0.419 -0.312
H 8.719125 2.040735 1.322760 0.334 -0.264 0.316
H 9.973333 3.281589 1.818904 0.100 -0.417 0.247
H 9.814800 2.141651 -0.619884 0.227 -0.095 -0.269
H 10.684514 3.741797 -0.624096 0.437 -0.362 0.085
H 9.359107 3.504923 -1.724459 0.002 -0.346 -0.108
C -0.266025 2.835312 2.540404 0.947 0.294 -1.104
O -1.521583 3.133787 3.091370 0.128 -0.487 -0.636
C -2.065922 2.028462 3.734579 -1.366 -0.838 1.992
C -3.361681 2.332816 4.576862 0.857 -1.044 0.122
N -3.916981 0.980168 4.921847 0.296 0.942 0.863
C -4.944530 0.987964 6.013647 -0.236 1.070 -0.613
C -4.540696 1.858729 7.289223 -0.927 -0.382 -0.677
O -5.096171 3.215228 7.207835 0.008 -2.276 -0.782
C -4.791757 4.097298 8.256859 0.099 -0.423 -0.505
H -0.179374 1.952267 1.907299 -0.905 -0.440 -0.037
H 0.576779 2.703133 3.218862 -0.259 0.250 0.883
H 0.027280 3.622661 1.846041 -0.229 0.363 0.219
H -1.313865 1.538420 4.352943 0.228 0.437 0.837
H -2.381043 1.117358 3.225955 0.065 0.329 -1.802
H -4.113805 2.896668 4.025072 0.252 0.394 -0.161
H -3.093997 2.857821 5.493829 -0.174 0.091 -0.145
H -4.364975 0.685743 4.065867 -0.186 -0.410 0.054
H -5.346665 -0.016738 6.143818 1.342 -0.634 1.097
H -5.906715 1.274655 5.589260 -0.179 1.649 0.119
H -3.459146 1.831245 7.421820 0.353 0.518 -0.511
H -4.844546 1.359948 8.209547 -0.739 0.023 0.048
H -5.239946 3.832760 9.214589 -0.014 -0.330 0.149
H -5.255496 5.028315 7.930889 0.513 0.236 0.209
H -3.704341 4.107220 8.331262 0.128 0.681 0.397
C 0.321317 -9.103624 5.101401 -0.473 2.154 -0.331
O -0.999134 -9.046515 4.562685 -0.158 -0.717 0.760
C -1.412164 -7.935089 3.767536 -0.331 -0.715 -0.181
C -1.081611 -8.217863 2.301753 0.409 -0.422 0.512
N -1.636727 -7.269199 1.385537 -0.552 0.076 -1.695
C -1.224206 -7.538955 0.002098 0.901 1.763 -0.847
C -1.571752 -6.330670 -0.916686 -1.665 -2.011 2.614
O -0.968804 -5.184650 -0.346529 0.150 0.320 -2.505
C -1.293231 -4.043820 -1.218037 0.143 -1.536 1.339
H 0.426308 -8.278841 5.806237 0.167 0.507 0.008
H 0.996009 -8.901937 4.269418 0.633 -0.569 0.278
H 0.551632 -9.940842 5.760289 -0.483 -0.655 -0.909
H -1.095748 -6.935767 4.066416 0.691 -0.090 0.276
H -2.490007 -7.922171 3.929373 -0.187 -0.010 -0.262
H -1.404720 -9.230235 2.059238 -0.024 -0.384 0.185
H 0.000843 -8.193788 2.175984 0.127 0.045 0.026
H -2.613166 -7.468385 1.221261 -0.676 0.272 1.177
H -1.654781 -8.421266 -0.471423 -0.157 -0.406 0.217
H -0.139607 -7.614958 -0.075163 0.149 -0.240 0.269
H -2.653349 -6.195647 -0.918922 -0.654 0.326 0.779
H -1.575739 -6.735691 -1.928642 1.963 0.988 -0.870
H -0.446348 -3.362795 -1.133791 -0.324 0.159 -0.343
H -2.231636 -3.657297 -0.820430 0.052 0.514 -0.259
H -1.460180 -4.499920 -2.193847 0.250 0.813 -0.327
C -1.133148 -0.005139 -2.959147 -0.663 0.243 -1.598
O -2.182795 -0.246129 -3.944932 0.956 -0.653 0.725
C -2.092900 -1.476848 -4.711597 1.685 1.215 1.648
C -3.330300 -1.591709 -5.454143 -0.434 -1.264 -2.152
N -3.575973 -0.764003 -6.623854 -0.750 0.430 0.428
C -3.583273 0.619029 -6.252795 1.464 1.547 -0.496
C -3.759210 1.524244 -7.463531 -2.711 0.480 0.597
O -2.785489 1.755155 -8.431093 2.208 -0.874 -0.181
C -1.548612 2.311657 -7.911365 -0.622 0.801 -0.062
H -0.916777 1.060767 -3.030718 -0.099 -0.009 0.418
H -0.208210 -0.486228 -3.277162 0.030 -0.391 0.306
H -1.465548 -0.262381 -1.953440 0.119 -0.188 -0.054
H -2.108965 -2.353069 -4.063468 0.451 -0.082 0.470
H -1.172761 -1.486445 -5.295856 0.155 0.052 -0.191
H -4.024438 -1.512706 -4.617456 -1.123 0.223 -0.772
H -3.339874 -2.587017 -5.898403 -0.293 -0.485 0.554
H -2.938342 -0.863938 -7.400732 0.316 -0.719 0.188
H -2.623317 0.874953 -5.804381 -0.291 0.251 0.805
H -4.448230 0.745406 -5.601653 0.277 0.511 0.299
H -4.219919 2.500488 -7.312497 0.305 0.393 1.300
H -4.676274 1.027421 -7.780177 0.258 -0.267 -1.972
H -1.707957 3.282792 -7.442732 -0.632 0.063 0.525
H -0.860588 2.637929 -8.691281 -0.305 -0.842 -0.625
H -0.993581 1.710572 -7.191123 -0.269 -0.456 -0.086
O 1.098321 -5.715168 1.479126 0.847 0.195 -0.074
C 1.836937 -4.499549 1.552658 -1.730 1.164 0.335
C 2.015729 -4.047298 3.013867 1.409 -0.971 -0.616
O 3.198188 -4.693568 3.506460 0.706 0.540 0.366
H 0.337955 -5.397094 0.986911 -0.715 -0.886 -0.160
H 2.727146 -4.450767 0.925574 0.699 -0.660 0.694
H 1.249219 -3.752217 1.019573 -0.377 0.439 0.238
H 1.273935 -4.339433 3.757161 -0.937 0.161 -0.798
H 2.153290 -2.966356 3.040967 0.296 -0.039 0.124
H 3.147549 -5.622754 3.270572 -0.130 -0.074 -0.025
O 1.316689 -1.027934 1.216887 -0.002 -0.441 0.147
C 0.772375 -0.198684 0.204895 -0.861 -0.306 1.296
C 1.643855 0.995256 0.003081 -0.028 0.789 -1.430
O 0.831112 1.908495 -0.726447 -0.230 0.123 -0.231
H 1.036644 -0.683914 2.068258 0.044 0.007 0.105
H 0.507465 -0.850975 -0.627236 0.783 0.331 -0.478
H -0.197957 0.206306 0.492188 -0.259 -0.020 0.305
H 2.524767 0.723004 -0.578275 0.319 0.060 0.054
H 1.948468 1.505860 0.916635 0.044 -0.623 0.450
H 1.219911 2.786189 -0.717372 0.090 -0.048 -0.182
```
Forces are in eV/Å.

Summary:
Kohn-Sham gap in Ha: 0.33431
Multiplicity: 1
Energy relative to the best compared isomer or geometry (same formula, charge and spin) in kcal per mole: 145.70
Net charge: 0
Max |F| in eV Å⁻¹: 3.7
E_tot in eV: -72769.842

Löwdin atomic charge list, values in e, 8 entries: number 1, C, carries -0.10; number 2, O, carries -0.19; number 3, C, carries -0.26; number 4, C, carries -0.21; number 5, N, carries -0.03; number 6, C, carries -0.15; number 7, C, carries -0.24; number 8, O, carries -0.18

No. 2
The following is a DFT calculation (ωB97M-V/def2-TZVPD) of a 2-piece molecular cluster, C5H14NS overall.

```
21
Properties=species:S:1:pos:R:3:forces:R:3
C 4.998589 0.247437 1.791762 -2.082 -1.443 0.851
C -5.695664 1.057973 -1.184690 0.398 0.711 -4.156
C 3.928007 -2.032120 -0.180365 -2.063 5.122 -1.445
C 3.393210 0.973710 -0.365672 -2.644 -2.541 0.036
C -4.899545 -0.502907 0.551581 1.499 3.180 -1.496
N -5.663801 0.498966 0.106069 3.026 -4.534 1.298
S 3.526239 -0.302437 1.019503 3.060 0.215 -0.283
H 5.855067 0.484498 1.169357 -0.090 -0.244 -0.083
H 5.127101 -0.405274 2.712141 0.139 1.055 -1.179
H -6.501765 1.763339 -1.317759 -0.253 0.215 0.601
H -4.800295 1.573330 -1.576240 0.086 -0.121 1.113
H -5.859852 0.360683 -2.055747 -0.034 -0.167 1.426
H 2.930003 -2.165114 -0.659940 1.149 -0.453 0.105
H 4.361559 -2.777822 0.364388 0.695 -1.875 1.689
H 4.666704 -1.448125 -0.757791 -0.433 -0.900 -0.228
H 2.271584 0.984498 -0.554045 1.299 0.327 0.136
H 3.818617 0.549881 -1.271847 0.451 0.338 0.088
H 3.725414 1.931205 -0.041586 0.526 0.396 0.305
H -4.905083 -0.938248 1.571439 -0.808 0.487 -0.730
H -3.913812 -0.648540 -0.027808 -2.003 -0.399 0.460
H -6.362279 0.795066 0.707259 -1.917 0.629 1.492
```
Forces are in eV/Å.

Summary:
Kohn-Sham gap in Ha: 0.07723
Multiplicity: 1
Energy relative to the best compared isomer or geometry (same formula, charge and spin) in kcal per mole: 141.51
Net charge: +1
Max |F| in eV Å⁻¹: 5.7
E_tot in eV: -17725.144

Löwdin atomic charge list, values in e, 8 entries: number 1, C, carries -0.45; number 2, C, carries -0.05; number 3, C, carries -0.16; number 4, C, carries -0.28; number 5, C, carries 0.24; number 6, N, carries 0.01; number 7, S, carries 0.81; number 8, H, carries -0.03

No. 3
The following is a DFT calculation (ωB97M-V/def2-TZVPD) of a 2-piece molecular cluster, C3H9NO2S overall.

```
16
Properties=species:S:1:pos:R:3:forces:R:3
O -0.201022 1.824486 -1.892464 0.554 1.128 -1.680
C -0.351021 1.590968 -0.711282 -1.246 0.000 -0.655
N 0.183093 0.482934 -0.182993 -2.395 0.521 2.794
C -0.043980 0.088611 1.195143 -0.009 0.782 -0.730
C -0.270551 -1.336466 1.548172 0.795 -1.970 -4.499
S -1.698906 -2.075812 0.526254 0.390 0.834 0.998
H -1.091976 2.325984 -0.233365 0.997 -1.528 0.722
H 1.023270 0.154342 -0.538477 1.546 -0.617 -1.520
H -0.820129 0.730650 1.539211 -0.845 0.290 0.618
H 0.830181 0.375318 1.695148 1.438 0.423 1.365
H -0.169479 -1.465117 2.560480 -1.027 -0.337 2.872
H 0.613709 -2.042820 1.247499 -1.201 1.389 -0.046
H -2.427263 -0.909978 0.412139 0.481 -0.588 0.263
H 1.453872 0.814966 -2.511458 -1.331 2.985 -0.865
H 1.143465 -0.600774 -2.459420 0.488 0.018 0.263
O 1.826741 0.042705 -2.194590 1.365 -3.329 0.101
```
Forces are in eV/Å.

Summary:
Kohn-Sham gap (alpha / beta) in Ha: 0.08120 / 0.32634
Multiplicity: 2
Energy relative to the best compared isomer or geometry (same formula, charge and spin) in kcal per mole: 49.83
Net charge: -1
Max |F| in eV Å⁻¹: 5.0
E_tot in eV: -19675.216

Löwdin atomic charge list, values in e, 8 entries: number 1, O, carries -0.05; number 2, C, carries -0.41; number 3, N, carries 0.03; number 4, C, carries -0.43; number 5, C, carries -0.65; number 6, S, carries 0.40; number 7, H, carries 0.15; number 8, H, carries 0.06

No. 4
The following is a DFT calculation (ωB97M-V/def2-TZVPD) of an isolated ion of composition C15H14F2NO5S and charge -1.

```
38
Properties=species:S:1:pos:R:3:forces:R:3
C -2.760833 -0.173808 -2.024681 -0.404 -0.396 0.029
C -2.585336 1.182264 -1.400402 0.382 -0.167 -0.015
O -1.193504 1.262021 -0.977391 -0.992 0.204 0.073
C -1.003231 2.345124 -0.208595 1.231 1.558 0.618
C 0.485398 2.547414 0.191709 -0.706 0.627 -4.055
C 1.272893 2.268327 -1.160478 -1.385 0.952 0.635
C 2.248323 1.174234 -1.232591 0.859 -0.273 -0.515
O 0.999828 3.001009 -2.106642 0.537 -0.733 1.019
O -1.872090 3.109605 0.146702 0.012 -0.392 -0.469
H -3.661051 -0.175457 -2.644895 0.106 0.008 -0.135
H -1.893862 -0.472550 -2.624535 -0.198 0.120 0.062
H -2.938440 -0.918121 -1.245093 0.265 -0.039 -0.051
H -2.760737 1.996787 -2.116930 0.032 -0.146 0.243
H -3.233162 1.311664 -0.525063 0.197 0.041 -0.283
H 0.699222 3.618157 0.384631 -0.527 -0.560 -0.828
H 1.732032 0.245991 -1.498056 -0.075 -0.001 0.269
H 2.946483 1.382540 -2.050456 -0.016 -0.036 0.131
H 2.772446 1.052062 -0.285485 -0.041 -0.143 -0.100
F 1.884536 2.905095 3.989154 -0.478 -0.658 -0.283
C 1.699141 1.776866 3.262783 -1.241 -1.416 -2.007
F 1.144478 0.795535 4.048312 0.730 0.225 0.775
S 0.378685 2.118478 1.874020 0.372 5.131 5.280
N 0.286545 0.163912 1.403266 1.732 -2.235 0.083
C -0.891503 -0.558910 1.309668 0.080 0.889 0.507
O -2.024883 -0.192420 1.611348 1.249 -0.557 -0.558
C -0.467516 -1.865770 0.735990 -0.198 -1.073 -0.455
C 0.915747 -1.868843 0.625317 0.499 -0.719 -0.551
C 1.595781 -2.824616 -0.117423 -0.285 -0.078 0.443
C 0.829769 -3.868097 -0.661791 -0.042 0.009 -0.147
C -0.560533 -3.921574 -0.466048 0.425 0.188 -0.052
C -1.225003 -2.903535 0.228536 0.209 -0.133 0.147
C 1.421424 -0.605759 1.249887 -1.054 0.028 -0.121
O 2.583205 -0.322190 1.539522 -0.877 -0.314 -0.529
H 2.601180 1.443995 2.752678 0.155 0.007 0.729
H 2.682036 -2.737148 -0.237379 -0.469 -0.193 -0.005
H 1.326351 -4.634534 -1.267410 -0.261 0.229 0.256
H -1.135835 -4.736131 -0.894612 0.111 0.023 0.032
H -2.297973 -2.921621 0.392428 0.070 0.022 -0.172
```
Forces are in eV/Å.

Summary:
Kohn-Sham gap in Ha: 0.16422
Multiplicity: 1
Energy relative to the best compared isomer or geometry (same formula, charge and spin) in kcal per mole: 58.22
Net charge: -1
Max |F| in eV Å⁻¹: 7.4
E_tot in eV: -43777.801

Löwdin atomic charge list, values in e, 8 entries: number 1, C, carries -0.07; number 2, C, carries -0.21; number 3, O, carries -0.03; number 4, C, carries -0.57; number 5, C, carries -0.41; number 6, C, carries -0.41; number 7, C, carries -0.01; number 8, O, carries 0.05